Formula: C20H40NOP3STi
Source: the Open Molecules 2025 dataset
Level of theory: the ωB97M-V functional and the def2-TZVPD basis

Properties
net charge = +4
HOMO energy = -19.175 eV
frontier orbital gap = 3.936 eV
LUMO = -15.239 eV
F_max = 4.06 eV/A

Geometry as XYZ:
```
67
C20H40NOP3STi, DFT the ωB97M-V functional and the def2-TZVPD basis
C 2.89 1.67 -2.18
H -1.78 3.63 -1.89
C -0.98 -2.62 -1.39
H 2.47 -0.22 3.03
H -2.91 -5.69 -2.75
C 2.43 3.37 1.78
H -2.45 4.16 2.99
Ti 0.21 -0.14 -0.07
H 2.75 -1.82 -1.05
C -1.11 -4.50 -2.90
C -0.41 -3.39 -2.41
H -3.23 1.28 0.83
H -0.22 3.54 -1.03
C 2.94 -1.19 -1.94
H 0.00 2.84 4.36
H -2.66 -2.31 -0.07
H 0.60 1.02 -3.94
C -2.70 2.12 0.37
H 2.47 -1.94 3.50
C 2.79 1.08 1.08
C -2.25 -2.94 -0.86
H -3.42 2.77 -0.15
H 1.35 -3.30 0.88
H -3.04 -0.20 -1.74
C -2.58 0.72 -2.12
C -1.39 3.94 3.13
H 3.24 2.02 -1.21
H -0.59 1.90 2.71
C 0.76 -3.17 1.80
H 2.33 2.48 -2.68
H -1.74 -2.02 2.70
H -1.99 0.47 -3.02
H -0.68 -5.10 -3.69
H -2.20 2.69 1.17
H 0.33 3.23 1.13
H 1.76 -0.29 -4.34
H 2.48 4.38 2.16
C 1.84 -1.05 3.37
H 2.80 -1.81 -2.84
C 1.32 2.78 1.24
P -1.51 1.47 -0.85
H -3.37 1.43 -2.39
P 0.53 -1.39 2.15
P 1.80 0.22 -1.99
H -0.77 -1.69 4.17
H 3.97 -0.83 -1.90
H -0.40 2.74 -2.61
H -0.66 4.70 2.84
H -0.22 -3.65 1.66
H 1.39 -0.77 4.33
C -0.92 2.99 -1.68
C 1.00 0.05 -3.62
S 3.79 2.28 1.80
N 1.52 1.45 0.86
C -2.93 -4.04 -1.36
O -0.31 -1.55 -0.90
H 1.29 -3.64 2.64
C -0.96 2.77 3.83
H -1.71 2.19 4.39
C -0.99 -1.36 3.15
H -3.91 -4.29 -0.95
H 3.18 0.08 0.84
H 0.58 -3.12 -2.80
H 0.19 -0.68 -3.58
C -2.37 -4.82 -2.37
H -1.40 -0.34 3.18
H 3.75 1.38 -2.80
```

***

Formula: CH4S2
Source: the Open Molecules 2025 dataset
Level of theory: the ωB97M-V functional and the def2-TZVPD basis

Properties
HOMO energy = -8.088 eV
frontier orbital gap = 8.778 eV
LUMO = 0.690 eV
energy above the lowest of the compared OMol25 structures with the same formula, charge and spin = 0.427 eV
SMILES = CSS
F_max = 1.88 eV/A

Geometry as XYZ:
```
7
CH4S2, DFT the ωB97M-V functional and the def2-TZVPD basis
S 0.60 -0.81 -0.96
H 0.60 1.73 -0.56
H -0.93 0.47 0.42
S 1.45 0.98 -1.28
H 0.03 -0.66 1.47
H -1.29 -1.20 0.41
C -0.45 -0.51 0.51
```

***

Formula: C2H2F3I
Source: the Open Molecules 2025 dataset
Level of theory: the ωB97M-V functional and the def2-TZVPD basis

Properties
HOMO energy (alpha / beta) = -8.927 / -8.493 eV
frontier orbital gap (alpha / beta) = 9.120 / 7.582 eV
LUMO (alpha / beta) = 0.193 / -0.911 eV
energy above the lowest of the compared OMol25 structures with the same formula, charge and spin = 4.134 eV
F_max = 5.16 eV/A

Geometry as XYZ:
```
8
C2H2F3I, DFT the ωB97M-V functional and the def2-TZVPD basis
C 1.64 1.21 -1.73
F 2.44 0.35 -2.33
H -0.50 -0.57 0.08
C 0.50 -0.60 0.19
F 0.75 1.60 -2.61
F 0.98 -0.52 1.39
H 1.24 -0.95 -0.60
I 2.63 2.88 -0.84
```

***

Formula: C27H36N2PPt
Source: the Open Molecules 2025 dataset
Level of theory: the ωB97M-V functional and the def2-TZVPD basis

Properties
net charge = +1
HOMO energy = -10.532 eV
frontier orbital gap = 7.611 eV
LUMO = -2.921 eV
energy above the lowest of the compared OMol25 structures with the same formula, charge and spin = 1.484 eV
F_max = 1.88 eV/A

Geometry as XYZ:
```
67
C27H36N2PPt, DFT the ωB97M-V functional and the def2-TZVPD basis
C -1.57 4.50 0.00
C -0.54 -0.59 -1.96
H 3.04 -2.15 -0.63
H -2.18 0.51 2.46
H -3.47 1.70 0.04
C -3.04 -1.09 1.32
H 0.68 -2.21 -5.27
C -0.35 -0.57 -4.36
H -2.77 -1.27 -2.07
H 0.34 -2.18 2.86
C 1.40 -1.99 2.99
P -0.95 0.02 -0.26
C -2.71 3.71 0.10
H -2.95 -0.74 3.43
C 0.57 -2.41 -3.13
N 3.40 -0.29 0.28
H 3.78 -1.94 1.52
C 0.94 0.32 3.47
C -0.82 0.04 -3.19
C -1.60 1.32 -3.32
H -0.55 -0.08 -5.30
H 1.07 -3.37 -3.10
H 1.23 0.20 4.53
H -4.68 -1.89 2.43
H -1.39 -1.06 2.68
C 3.64 -1.26 -0.80
C -4.41 -2.02 -0.93
H 3.80 1.36 -0.97
C -4.95 -2.20 0.33
C -0.20 2.56 -0.39
H 1.96 2.52 -0.47
C 0.34 -1.77 -4.34
H -4.94 -2.37 -1.81
H 3.28 0.77 2.82
N 1.70 -0.60 2.62
C 3.14 -0.31 2.75
C -2.59 2.33 -0.05
H 1.16 1.62 -1.76
H -0.97 2.20 -3.13
H -3.67 4.16 0.29
H 4.70 -1.54 -0.83
H 1.14 1.35 3.16
C 4.14 0.96 -0.02
C 0.14 -1.81 -1.96
H 5.21 0.76 -0.07
H 3.36 -0.82 -1.75
H 1.66 -2.19 4.04
H 3.95 1.70 0.76
C 3.89 -0.86 1.56
H -1.65 5.57 0.12
H -2.44 1.37 -2.63
C -2.35 -0.57 2.54
H -0.12 0.13 3.37
Pt 1.27 0.06 0.33
C -4.26 -1.74 1.44
H 3.54 -0.75 3.68
H 4.96 -0.65 1.65
C -1.35 1.77 -0.29
H 1.95 -2.69 2.36
C -2.49 -0.92 0.04
H -5.90 -2.70 0.45
C 1.11 1.88 -0.70
H 0.29 -2.34 -1.02
H 0.56 4.56 -0.31
H -1.99 1.41 -4.33
C -0.32 3.93 -0.24
C -3.19 -1.39 -1.08
```

***

Formula: C19H18CuN5
Source: the Open Molecules 2025 dataset
Level of theory: the ωB97M-V functional and the def2-TZVPD basis

Properties
net charge = +1
HOMO energy (alpha / beta) = -12.443 / -13.033 eV
frontier orbital gap (alpha / beta) = 9.825 / 9.502 eV
LUMO (alpha / beta) = -2.618 / -3.532 eV
spin multiplicity = 2
energy above the lowest of the compared OMol25 structures with the same formula, charge and spin = 0.000 eV
F_max = 0.32 eV/A

Geometry as XYZ:
```
43
C19H18CuN5, DFT the ωB97M-V functional and the def2-TZVPD basis
H 3.77 3.49 1.46
C -1.79 -1.21 1.03
H 1.95 -5.24 -1.53
C 2.96 2.82 1.70
H 3.11 3.04 3.83
C 0.89 1.11 2.20
N -0.41 -0.75 1.24
C -2.54 1.53 -1.27
H 1.87 -3.63 -3.44
Cu 0.16 0.31 -0.51
C -3.92 1.69 -1.21
H 0.15 -2.62 2.07
H 1.12 -1.29 -3.00
N 0.82 -1.62 -0.99
H 1.45 -1.47 1.84
C 0.88 -2.47 0.04
C 1.54 1.70 3.27
C 1.64 -4.22 -1.38
H -0.29 -0.31 3.32
H -2.26 -1.49 1.97
C 0.68 1.26 -2.10
H 1.23 1.48 4.28
H -4.40 2.43 -1.82
N 0.98 1.83 -3.06
C 1.18 -2.03 -2.21
H -5.71 0.98 -0.27
C -0.31 0.21 2.36
C 0.54 -1.87 1.39
H -1.74 -2.11 0.41
H 2.51 2.34 -0.36
N -1.91 0.62 -0.52
H -1.92 2.13 -1.93
C -4.64 0.88 -0.34
N 1.26 1.34 0.94
H -4.51 -0.71 1.11
C -2.60 -0.17 0.30
C 2.59 2.57 3.01
H 1.30 -4.45 0.74
C 2.27 2.18 0.68
C 1.59 -3.33 -2.44
C -3.98 -0.06 0.43
C 1.28 -3.78 -0.11
H -1.22 0.82 2.35
```

***

Formula: C3H6NO2
Source: the Open Molecules 2025 dataset
Level of theory: the ωB97M-V functional and the def2-TZVPD basis

Properties
net charge = +1
HOMO energy = -14.472 eV
frontier orbital gap = 10.865 eV
LUMO = -3.607 eV
energy above the lowest of the compared OMol25 structures with the same formula, charge and spin = 1.616 eV
SMILES = O[C@@H]1[NH2+]C=CO1
F_max = 3.40 eV/A

Geometry as XYZ:
```
12
C3H6NO2, DFT the ωB97M-V functional and the def2-TZVPD basis
H 0.08 0.10 1.85
C 0.42 1.29 0.32
H 0.67 -1.63 0.39
C -0.06 -1.02 -0.03
H -1.29 -2.00 -1.22
C 0.94 0.84 -0.82
O -1.26 -1.48 -0.42
H -1.37 0.43 1.08
N -0.37 0.19 0.89
H 1.37 1.50 -1.58
H 0.02 2.20 0.66
O 0.85 -0.42 -1.13
```

***

Formula: C4H6FN3O
Source: the Open Molecules 2025 dataset
Level of theory: the ωB97M-V functional and the def2-TZVPD basis

Properties
HOMO energy = -9.410 eV
frontier orbital gap = 10.099 eV
LUMO = 0.689 eV
energy above the lowest of the compared OMol25 structures with the same formula, charge and spin = 1.595 eV
SMILES = [H]/N=C(/N)F.C=CN=C=O
F_max = 4.05 eV/A

Geometry as XYZ:
```
15
C4H6FN3O, DFT the ωB97M-V functional and the def2-TZVPD basis
H -0.13 -2.72 -0.58
O 2.45 0.76 1.37
F -1.12 1.15 0.31
H -0.96 -0.26 -1.65
C -0.75 -2.48 0.29
N -0.35 0.59 -1.91
H -1.80 -2.94 0.34
H 0.87 2.79 -0.01
H 0.26 3.16 -1.69
H -0.84 -1.14 1.89
N 0.32 2.52 -0.83
C 1.68 -0.12 1.23
N 0.96 -1.06 1.01
C -0.34 1.33 -0.89
C -0.25 -1.58 1.12
```